CH11O4S | wB97M-V/def2-TZVPD

Relative energy (zero: lowest compared OMol25 entry of this formula, charge and spin)   1.2937 eV
Calculated total energy   -743.8661 Ha
Orbital gap   7.46 eV
Charge   -1

XYZ file:
```
17
Properties=species:S:1:pos:R:3:forces:R:3:lowdin_charge:R:1
C -1.876 1.334 -0.807 -0.303 -3.403 1.550 -0.491
S -2.187 1.056 1.134 0.545 0.614 -1.850 0.204
H -2.442 2.203 -0.963 -1.520 0.541 -0.946 -0.061
H -2.050 0.304 -1.359 -0.493 2.394 0.901 0.048
H -0.912 1.603 -1.147 1.615 0.211 0.401 -0.036
H 0.360 0.486 2.679 -0.685 -0.543 1.651 -0.007
H 0.084 0.983 1.361 -0.167 0.308 0.177 -0.068
O 0.853 0.766 1.940 0.710 0.910 -1.358 -0.126
H -1.570 -0.917 1.132 -1.659 1.730 -1.233 -0.181
H -0.706 -1.520 1.982 -0.374 -1.608 -2.435 0.085
O -1.109 -1.751 1.048 1.927 -0.671 3.475 -0.183
H 2.763 -0.867 -1.783 -0.218 -0.737 1.098 -0.013
H 2.649 -0.197 -3.029 0.254 -0.252 -0.592 0.030
O 3.088 -0.985 -2.676 -0.223 0.883 -0.370 -0.079
H 1.308 -0.167 0.466 -0.080 0.187 0.697 -0.027
H 0.442 -1.364 0.070 -0.627 -0.082 0.315 -0.015
O 1.306 -0.968 -0.048 1.297 -0.482 -1.480 -0.079
```
Forces are in eV/Å.



C52H64Ge2N2O3S4Ta | wB97M-V/def2-TZVPD

Relative energy (zero: lowest compared OMol25 entry of this formula, charge and spin)   0.0345 eV
Calculated total energy   -8158.8224 Ha
Orbital gap   8.02 eV
Charge   +1

XYZ file:
```
128
Properties=species:S:1:pos:R:3:forces:R:3:lowdin_charge:R:1
Ta 0.237 -1.158 0.764 -0.465 0.002 0.262 0.947
C -0.036 1.935 8.703 -0.016 0.002 0.005 -0.046
C 1.033 1.346 7.824 0.022 -0.001 0.003 -0.276
C 1.560 0.086 8.081 -0.037 -0.016 -0.004 -0.022
C 2.549 -0.468 7.281 -0.008 0.003 0.005 -0.231
C 3.065 -1.853 7.563 0.021 -0.025 0.011 -0.020
C 3.040 0.271 6.201 0.049 0.015 -0.007 -0.193
C 2.530 1.545 5.924 -0.008 0.016 0.014 -0.228
C 3.056 2.371 4.777 0.000 0.013 -0.014 -0.021
C 1.524 2.056 6.736 0.014 0.014 -0.005 -0.009
C 4.171 -0.265 5.389 -0.020 -0.007 0.029 -0.215
C 5.460 -0.117 5.895 0.000 -0.006 0.001 -0.015
C 6.561 -0.526 5.164 -0.005 0.003 -0.007 -0.036
C 6.386 -1.087 3.909 0.018 0.024 0.006 -0.016
C 5.113 -1.257 3.380 -0.006 -0.006 -0.033 -0.220
C 3.996 -0.861 4.136 0.037 0.005 0.013 -0.207
Ge 2.230 -1.021 3.331 0.101 -0.008 0.060 0.147
S 2.093 0.211 1.516 0.092 0.148 0.041 0.281
S 0.406 -0.864 4.632 -0.054 0.058 0.013 0.412
Ge -0.414 -2.661 3.547 -0.052 -0.016 0.066 0.164
S -1.639 -2.335 1.724 -0.068 -0.054 0.091 0.277
S 1.500 -2.945 2.373 0.130 -0.210 0.018 0.341
C -1.266 -3.949 4.731 0.005 -0.064 0.048 -0.216
C -0.797 -5.254 4.887 0.053 -0.005 0.002 -0.216
C -1.436 -6.094 5.796 -0.029 0.004 -0.024 -0.014
C -2.537 -5.658 6.513 0.006 0.004 -0.009 -0.036
C -3.025 -4.374 6.321 -0.006 -0.007 0.017 -0.011
C -2.400 -3.510 5.432 -0.026 0.019 0.026 -0.225
C -2.955 -2.144 5.191 0.009 0.015 -0.009 -0.169
C -2.547 -1.061 5.970 0.017 0.024 -0.032 -0.247
C -1.658 -1.235 7.171 -0.012 -0.007 0.040 -0.048
C -3.016 0.214 5.650 0.019 -0.012 -0.009 -0.009
C -3.900 0.424 4.603 0.001 -0.003 -0.013 -0.265
C -4.377 1.806 4.249 0.006 0.014 -0.009 -0.042
C -4.353 -0.685 3.889 -0.024 0.019 0.008 -0.013
C -3.907 -1.965 4.173 -0.004 -0.023 0.038 -0.245
C -4.483 -3.150 3.445 0.005 0.001 -0.039 -0.048
C 0.340 -5.806 4.094 -0.001 -0.013 0.015 -0.168
C 0.110 -6.334 2.820 0.000 -0.034 0.010 -0.213
C -1.255 -6.316 2.182 -0.029 0.032 0.001 -0.022
C 1.172 -6.916 2.134 -0.009 -0.021 0.013 -0.003
C 2.434 -7.025 2.698 -0.008 -0.017 0.020 -0.263
C 3.543 -7.740 1.976 0.018 0.014 -0.025 -0.046
C 2.634 -6.501 3.971 -0.030 -0.014 0.017 -0.028
C 1.613 -5.876 4.672 0.007 -0.001 -0.024 -0.217
C 1.876 -5.288 6.033 -0.005 0.004 0.001 -0.022
C 4.963 -1.882 2.032 0.012 -0.037 0.022 -0.169
C 5.070 -1.128 0.864 0.020 -0.011 -0.016 -0.241
C 5.442 0.331 0.883 -0.048 0.016 0.009 -0.049
C 4.855 -1.757 -0.361 0.004 0.006 0.005 -0.006
C 4.563 -3.108 -0.450 0.010 -0.018 0.024 -0.255
C 4.301 -3.765 -1.778 -0.018 -0.002 -0.013 -0.038
C 4.534 -3.856 0.724 -0.015 0.007 -0.014 -0.006
C 4.740 -3.265 1.960 -0.017 0.018 0.009 -0.240
C 4.739 -4.096 3.212 0.023 0.012 0.020 -0.027
H -0.366 1.223 9.459 0.004 0.001 -0.009 0.078
H -0.907 2.236 8.117 0.002 0.000 -0.001 0.075
H 0.328 2.825 9.219 0.008 -0.003 -0.004 0.086
H 1.184 -0.484 8.924 -0.009 0.000 -0.009 0.122
H 2.449 -2.351 8.311 0.003 0.003 -0.002 0.083
H 4.093 -1.833 7.932 -0.001 0.006 -0.007 0.090
H 3.067 -2.466 6.658 -0.001 0.020 0.006 0.067
H 4.138 2.281 4.676 -0.001 -0.006 0.011 0.086
H 2.813 3.423 4.923 -0.007 -0.010 -0.002 0.084
H 2.618 2.066 3.822 0.000 -0.022 -0.010 0.047
H 1.133 3.047 6.526 -0.005 -0.007 0.002 0.124
H 5.587 0.343 6.868 0.001 0.000 -0.005 0.131
H 7.558 -0.399 5.568 -0.003 -0.002 -0.001 0.113
H 7.242 -1.399 3.323 -0.002 -0.003 0.005 0.130
H -1.068 -7.105 5.920 0.000 0.002 -0.003 0.131
H -3.027 -6.324 7.211 0.004 0.003 0.000 0.113
H -3.902 -4.033 6.859 0.005 0.002 -0.001 0.129
H -1.045 -2.135 7.112 0.005 0.010 -0.016 0.076
H -2.271 -1.312 8.074 0.005 -0.022 0.004 0.101
H -0.995 -0.381 7.288 -0.001 0.008 0.009 0.042
H -2.678 1.058 6.243 -0.010 0.004 0.003 0.117
H -4.052 2.539 4.987 -0.001 -0.007 -0.001 0.077
H -5.465 1.844 4.190 0.002 -0.007 0.006 0.085
H -3.989 2.115 3.276 0.001 -0.008 0.005 0.078
H -5.087 -0.545 3.101 0.007 -0.002 -0.001 0.123
H -5.052 -2.831 2.573 0.004 0.002 0.004 0.081
H -5.155 -3.709 4.100 0.002 0.014 0.004 0.094
H -3.712 -3.846 3.116 0.023 0.000 -0.008 0.053
H -2.054 -6.373 2.922 0.018 -0.006 0.005 0.082
H -1.366 -7.158 1.499 0.010 0.014 -0.002 0.084
H -1.411 -5.402 1.604 -0.006 0.055 -0.006 0.058
H 0.994 -7.329 1.147 0.004 0.008 0.004 0.122
H 3.396 -7.711 0.896 -0.001 0.002 0.008 0.078
H 3.585 -8.789 2.274 -0.010 0.005 0.005 0.088
H 4.518 -7.304 2.201 0.001 0.003 0.002 0.068
H 3.611 -6.586 4.435 0.000 0.009 -0.004 0.121
H 2.945 -5.270 6.246 0.001 -0.003 0.002 0.082
H 1.386 -5.861 6.822 -0.010 -0.005 -0.007 0.090
H 1.496 -4.265 6.107 0.000 -0.005 -0.008 0.070
H 5.236 0.799 1.844 -0.016 -0.006 0.003 0.072
H 4.885 0.876 0.119 0.007 -0.004 -0.005 0.054
H 6.509 0.453 0.678 -0.013 0.002 0.009 0.094
H 4.911 -1.163 -1.269 0.004 -0.014 0.031 0.100
H 4.274 -3.030 -2.583 0.006 -0.014 0.012 0.055
H 3.344 -4.292 -1.768 0.002 0.002 0.002 0.082
H 5.074 -4.496 -2.017 -0.002 0.003 0.009 0.087
H 4.335 -4.922 0.677 0.000 -0.005 -0.003 0.119
H 4.674 -5.152 2.964 0.006 0.006 -0.009 0.053
H 3.892 -3.856 3.861 0.017 -0.012 -0.025 0.062
H 5.646 -3.930 3.795 0.004 0.008 -0.005 0.096
O -1.118 0.614 2.032 -0.031 0.262 0.009 -0.200
H -1.171 0.482 2.992 -0.030 -0.160 0.014 0.007
H -0.643 1.449 1.917 0.029 -0.023 -0.052 0.062
O -0.072 0.684 -0.380 -0.113 0.091 -0.090 -0.254
H -0.912 0.539 -0.857 -0.010 0.082 0.022 0.053
H 0.656 0.780 -1.057 0.095 0.090 -0.052 -0.021
O -2.494 -0.342 -0.517 0.003 0.010 0.054 -0.089
H -2.877 -0.206 0.362 0.047 -0.007 -0.031 0.030
H -2.995 -1.055 -0.925 0.006 -0.003 -0.005 0.074
C 0.646 -2.184 -0.777 0.235 -0.251 -0.412 -0.302
H 1.556 -2.022 -1.363 -0.068 0.023 -0.058 -0.027
H -0.014 -2.946 -1.194 0.059 -0.057 0.012 -0.011
C 4.407 -0.430 -4.181 -0.008 0.027 -0.001 -0.032
N 4.219 0.556 -3.121 -0.045 -0.017 -0.001 -0.202
C 5.253 1.567 -2.921 -0.010 0.003 -0.010 -0.027
C 3.047 0.689 -2.546 0.051 0.028 0.056 -0.248
N 2.029 0.798 -2.009 0.040 0.008 -0.117 0.199
H 5.323 -0.991 -3.995 0.005 0.003 -0.001 0.091
H 4.477 0.060 -5.153 0.001 -0.004 -0.002 0.095
H 3.566 -1.119 -4.188 0.002 -0.003 -0.005 0.093
H 6.193 1.077 -2.663 0.003 -0.005 -0.005 0.094
H 4.964 2.226 -2.107 0.002 0.004 0.000 0.093
H 5.392 2.157 -3.829 0.001 0.003 0.005 0.095
```
Forces are in eV/Å.



C3H12O3 | wB97M-V/def2-TZVPD

Relative energy (zero: lowest compared OMol25 entry of this formula, charge and spin)   6.0502 eV
Calculated total energy   -346.9862 Ha
Orbital gap   6.41 eV
Charge   0

XYZ file:
```
18
Properties=species:S:1:pos:R:3:forces:R:3:lowdin_charge:R:1
C -1.789 1.043 -1.597 -0.991 -1.051 0.366 -0.044
C -1.009 -0.316 -1.821 2.504 4.409 0.567 -0.073
C 0.423 -0.447 -1.463 -3.869 3.097 -3.963 0.122
H -1.550 1.829 -2.313 0.539 -0.338 -0.166 0.088
H -1.673 1.446 -0.618 1.072 0.274 0.812 0.057
H -2.911 1.008 -1.583 0.909 -0.932 -0.637 0.094
H -1.541 -0.935 -2.484 -0.148 -1.863 -0.085 0.110
H 0.887 -1.163 -2.068 0.551 -2.196 0.379 0.084
H 1.037 0.496 -1.465 -1.042 -0.881 2.036 0.145
H 2.373 -1.627 2.311 -1.083 1.282 -1.004 0.058
H 1.201 -0.833 1.450 -0.900 -0.913 0.761 -0.062
O 2.124 -0.840 1.758 2.045 -0.550 0.446 -0.130
H -0.198 0.666 1.090 2.037 2.272 -0.476 0.048
H 1.276 1.136 1.394 -1.178 1.009 -0.873 0.020
O 0.499 1.534 0.888 -0.855 -3.369 1.277 -0.234
H -0.623 -0.801 -0.681 0.625 -0.277 1.680 0.175
H -0.771 -1.711 1.095 0.120 0.879 0.721 -0.042
O -0.531 -0.842 1.499 -0.334 -0.855 -1.842 -0.416
```
Forces are in eV/Å.



C19H16BF6IN7O9RuS2 | wB97M-V/def2-TZVPD

Relative energy (zero: lowest compared OMol25 entry of this formula, charge and spin)   0.0000 eV
Calculated total energy   -3607.1019 Ha
2S+1   6
Orbital gap (spin up / spin down)   6.77 / 7.73 eV
Charge   -2

XYZ file:
```
62
Properties=species:S:1:pos:R:3:forces:R:3:lowdin_charge:R:1
Ru -0.134 0.326 0.845 -0.391 -0.179 0.145 1.564
B -3.579 1.826 0.893 -0.002 0.068 -0.076 -0.422
N -2.694 2.271 -0.314 -0.110 -0.013 -0.092 -0.075
C -2.987 3.188 -1.245 0.046 -0.030 -0.055 -0.113
C -1.923 3.275 -2.130 -0.026 -0.047 0.010 -0.078
C -1.007 2.334 -1.652 -0.067 -0.016 -0.027 -0.160
N -1.489 1.745 -0.561 0.155 0.156 0.162 -0.041
N -3.475 0.285 1.042 -0.110 -0.088 0.144 -0.068
C -4.489 -0.591 1.016 0.047 0.010 0.015 -0.103
C -4.012 -1.839 1.380 -0.003 0.011 -0.025 -0.073
C -2.652 -1.623 1.612 -0.032 0.030 -0.016 -0.156
N -2.349 -0.345 1.414 0.102 0.065 -0.107 -0.038
H -4.731 2.084 0.610 -0.011 0.021 -0.003 0.059
H -3.220 2.376 1.904 0.048 -0.039 0.018 0.056
H -3.938 3.695 -1.221 0.021 0.007 -0.001 0.104
H -1.837 3.902 -3.002 -0.001 -0.005 0.012 0.075
H -0.044 2.034 -2.039 0.002 0.013 0.001 0.100
H -5.478 -0.256 0.751 0.010 -0.022 0.012 0.105
H -4.560 -2.763 1.447 0.010 0.014 0.004 0.077
H -1.876 -2.314 1.903 -0.010 -0.011 -0.006 0.105
O -0.882 -2.877 -1.854 0.137 0.079 -0.062 0.030
C -0.373 -2.048 -1.107 -0.255 -0.126 0.265 -0.614
O -0.772 -0.860 -0.886 0.151 0.086 -0.086 -0.153
C 0.848 -2.465 -0.296 0.038 0.041 -0.142 -0.183
C 1.502 -3.672 -0.621 0.043 0.000 0.028 0.004
C 2.644 -3.995 0.039 -0.045 0.013 -0.014 -0.014
C 3.130 -3.127 1.043 0.015 -0.007 -0.060 -0.161
C 4.337 -3.378 1.733 0.037 0.029 0.014 -0.041
C 4.788 -2.503 2.680 0.008 -0.047 -0.033 -0.090
C 4.043 -1.343 2.976 -0.025 0.031 0.013 -0.072
C 2.872 -1.079 2.326 0.090 0.036 0.034 -0.039
C 2.395 -1.959 1.332 -0.030 -0.011 0.067 -0.195
N 1.249 -1.651 0.649 0.098 -0.021 -0.108 0.099
H 1.077 -4.268 -1.415 0.013 -0.002 0.003 0.116
H 3.210 -4.885 -0.207 0.006 -0.003 -0.019 0.116
H 4.906 -4.261 1.467 0.004 -0.005 0.015 0.109
H 5.723 -2.690 3.195 -0.006 0.001 -0.006 0.093
H 4.402 -0.643 3.720 0.000 -0.011 -0.004 0.101
H 2.305 -0.194 2.561 -0.016 0.021 -0.018 0.009
O -0.758 0.197 4.871 -0.201 -0.094 -0.191 0.024
N -0.590 0.370 3.676 0.658 0.402 0.108 -0.568
O -0.885 1.424 3.089 -0.149 -0.249 0.119 -0.105
O -0.004 -0.538 2.974 -0.267 0.000 0.006 -0.185
F 4.062 2.451 -1.297 -0.037 -0.033 -0.022 0.110
C 4.580 1.283 -1.699 0.056 0.056 -0.006 -0.658
F 5.291 0.777 -0.689 -0.060 -0.002 -0.026 0.126
F 5.412 1.544 -2.711 -0.023 -0.053 0.042 0.119
S 3.193 0.136 -2.217 0.124 0.124 0.297 0.589
O 2.121 0.522 -1.341 0.083 -0.107 -0.173 -0.326
O 3.065 0.359 -3.628 -0.069 -0.013 -0.059 -0.276
N 3.676 -1.310 -1.803 0.016 0.069 -0.051 -0.281
S 4.755 -2.111 -2.628 -0.185 -0.047 -0.064 0.576
O 5.824 -1.320 -3.170 0.075 -0.009 0.023 -0.289
O 5.069 -3.317 -1.918 0.022 -0.024 0.073 -0.298
C 3.840 -2.736 -4.135 0.070 0.047 0.039 -0.668
F 4.329 -3.940 -4.482 0.021 -0.021 -0.014 0.105
F 4.002 -1.927 -5.180 -0.033 0.007 -0.039 0.125
F 2.540 -2.876 -3.897 -0.042 -0.040 0.004 0.134
I 2.344 2.705 2.481 -0.013 -0.075 0.013 0.646
C 0.930 2.268 0.915 0.018 0.041 -0.045 -0.790
H 1.488 2.445 0.001 0.006 -0.010 -0.063 -0.084
H 0.168 3.032 1.045 -0.010 -0.018 0.027 -0.059
```
Forces are in eV/Å.



C3H5N3O2S | wB97M-V/def2-TZVPD

Relative energy (zero: lowest compared OMol25 entry of this formula, charge and spin)   7.7284 eV
Calculated total energy   -829.9283 Ha
Orbital gap (spin up / spin down)   7.89 / 5.78 eV
Charge   0

XYZ file:
```
14
Properties=species:S:1:pos:R:3:forces:R:3:lowdin_charge:R:1
C -0.850 -2.335 -1.187 -0.923 0.686 0.343 0.182
C -0.396 0.005 1.003 -0.695 0.098 -0.362 -0.024
C 0.599 0.024 0.005 -1.065 -2.777 -0.980 -0.569
N 1.082 -0.962 -0.800 -0.318 0.026 1.024 0.056
N 0.353 -2.091 -0.930 0.785 0.893 0.089 -0.122
N 1.276 1.105 -0.217 0.255 5.705 3.724 0.109
O -0.214 2.547 1.558 1.586 0.708 0.869 -0.368
O -2.398 1.472 1.850 -0.207 -0.335 0.145 -0.359
S -1.172 1.582 1.126 -2.033 -0.641 -0.567 0.567
H -1.116 -3.361 -1.324 -0.502 -0.600 0.193 0.052
H 1.010 -2.848 -0.973 0.468 -0.772 -0.264 0.153
H 1.262 1.875 0.633 0.060 -2.339 -2.966 0.170
H 2.118 0.911 -0.641 2.274 0.023 -1.248 0.075
H -1.555 2.075 -0.101 0.314 -0.676 0.001 0.079
```
Forces are in eV/Å.